Computed, not measured: a cluster of 12 separate species, C48H60N12 in total at a distorted geometry, with ωB97M-V with the def2-TZVPD basis set.

Each line ends with the Mulliken charge.
Atoms and positions in Å:
N: 25.2754 -17.3688 16.0267  0.884
C: 24.3436 -16.7537 16.7924  -0.848
C: 23.3116 -16.2657 15.9947  0.381
C: 23.6409 -16.6355 14.6877  -0.305
C: 24.8307 -17.3851 14.7312  -1.181
H: 26.1382 -17.7371 16.4009  0.102
H: 24.5219 -16.7011 17.8563  0.398
H: 22.4200 -15.7109 16.2467  0.040
H: 23.0174 -16.3436 13.8555  0.715
H: 25.3628 -17.9099 13.9516  -0.160
N: 28.2292 -18.6777 18.0089  -0.030
C: 27.9477 -19.8851 17.4593  -1.065
C: 26.7066 -20.2419 17.9263  -0.619
C: 26.2416 -19.3019 18.7557  0.034
C: 27.1990 -18.2625 18.8000  -1.202
H: 29.0288 -18.1182 17.7487  0.476
H: 28.6092 -20.4656 16.8333  0.569
H: 26.3026 -21.2223 17.7214  0.502
H: 25.3838 -19.3748 19.4078  0.457
H: 27.2077 -17.3180 19.3237  0.580
N: 27.1488 -22.0107 11.5912  0.116
C: 27.3056 -20.6733 11.7214  -0.949
C: 27.2126 -20.3860 13.0688  0.390
C: 27.1681 -21.6203 13.7490  -0.702
C: 27.0623 -22.6498 12.8119  -0.687
H: 27.0563 -22.4611 10.6919  0.219
H: 27.4678 -20.0178 10.8785  0.497
H: 27.3010 -19.4396 13.5815  0.403
H: 27.0261 -21.7926 14.8056  0.286
H: 26.8330 -23.7020 12.8942  0.407
N: 27.8094 -15.6975 11.6232  0.339
C: 28.1473 -16.7542 12.3754  -1.111
C: 28.9864 -17.5359 11.6417  -0.473
C: 29.1401 -16.9536 10.3821  -0.989
C: 28.3866 -15.7549 10.3896  -0.419
H: 27.2305 -14.9663 12.0110  0.085
H: 27.8573 -16.8733 13.4089  0.818
H: 29.4100 -18.4513 12.0279  0.724
H: 29.8235 -17.2572 9.6029  0.464
H: 28.2642 -14.9901 9.6370  0.450
N: 22.9589 -16.8011 9.9104  0.417
C: 23.3562 -17.3333 11.0637  -1.582
C: 24.6967 -17.5968 11.0119  0.545
C: 25.1279 -17.2830 9.7158  -0.327
C: 24.0114 -16.7980 9.0321  -1.099
H: 21.9996 -16.6588 9.6285  0.248
H: 22.6853 -17.5763 11.8744  0.526
H: 25.2333 -18.0447 11.8352  0.462
H: 26.0831 -17.5753 9.3053  0.449
H: 23.8329 -16.5959 7.9864  0.388
N: 20.6126 -11.9428 17.4014  0.434
C: 19.7513 -12.7632 18.1048  -1.212
C: 20.4788 -13.9003 18.4608  -0.291
C: 21.7997 -13.7502 17.9334  1.021
C: 21.8484 -12.5414 17.2535  -1.710
H: 20.3578 -10.9918 17.1760  0.359
H: 18.7497 -12.3664 18.1803  0.381
H: 20.1350 -14.7632 19.0119  0.284
H: 22.6494 -14.3913 18.1159  0.302
H: 22.6567 -12.0412 16.7408  0.399
N: 18.6769 -15.6248 12.9100  0.214
C: 19.5758 -16.6437 12.8769  -0.391
C: 19.0747 -17.6333 12.0299  -0.813
C: 17.7996 -17.2119 11.6352  -0.426
C: 17.6419 -15.9477 12.0959  -0.688
H: 18.7942 -14.8669 13.5672  0.343
H: 20.5133 -16.5663 13.4075  0.544
H: 19.6182 -18.5280 11.7643  0.506
H: 17.0997 -17.8319 11.0946  0.407
H: 16.7608 -15.3386 12.2342  0.332
N: 23.5820 -15.2642 22.2075  0.201
C: 22.8443 -15.5496 21.0745  -1.138
C: 23.1979 -16.8085 20.5921  0.539
C: 24.0384 -17.2881 21.5755  -1.098
C: 24.3244 -16.3876 22.5445  -0.832
H: 23.3939 -14.4278 22.7415  0.284
H: 22.1108 -14.8281 20.7462  0.378
H: 22.8451 -17.3438 19.7230  0.776
H: 24.5390 -18.2430 21.5143  0.396
H: 24.9192 -16.4580 23.4432  0.466
N: 19.5923 -12.2758 12.9204  0.200
C: 18.3859 -12.2637 13.5738  -0.719
C: 18.4796 -13.0253 14.6912  -0.746
C: 19.7653 -13.5802 14.7434  -0.647
C: 20.4278 -13.0153 13.6907  -1.292
H: 19.8766 -11.9192 12.0192  0.435
H: 17.5903 -11.6162 13.2360  0.526
H: 17.6988 -13.1389 15.4287  0.391
H: 20.1936 -14.2950 15.4303  0.713
H: 21.4651 -13.1309 13.4133  0.850
N: 26.1207 -14.2078 19.8554  0.851
C: 25.5349 -13.5355 18.8542  -0.222
C: 26.0182 -12.2206 18.8221  -1.080
C: 27.1539 -12.2258 19.6862  -0.341
C: 27.1640 -13.4491 20.3052  -0.813
H: 25.8710 -15.1361 20.1652  -0.170
H: 24.7728 -14.1035 18.3413  0.325
H: 25.8644 -11.4591 18.0718  0.417
H: 27.8700 -11.4184 19.7287  0.502
H: 27.8521 -13.7768 21.0704  0.383
N: 18.8656 -18.9533 18.4711  0.156
C: 19.8469 -18.4040 17.7007  -1.406
C: 20.5619 -17.5216 18.5048  0.534
C: 19.9118 -17.3952 19.7330  -0.553
C: 18.7906 -18.2980 19.6600  -0.916
H: 18.1124 -19.4959 18.0732  0.310
H: 19.9773 -18.6039 16.6474  0.612
H: 21.4011 -16.9170 18.1942  0.356
H: 20.2347 -16.7347 20.5241  0.411
H: 18.0090 -18.4936 20.3793  0.423
N: 24.8476 -14.4634 11.5499  0.351
C: 24.9116 -13.6995 12.6564  -0.710
C: 25.4441 -12.4702 12.3196  -0.632
C: 25.7455 -12.5005 10.9797  -0.747
C: 25.5572 -13.8180 10.6025  -0.533
H: 24.6063 -15.4387 11.6540  0.131
H: 24.5631 -14.1142 13.5906  0.657
H: 25.6541 -11.5676 12.8742  0.391
H: 26.1776 -11.6889 10.4131  0.452
H: 25.7687 -14.3961 9.7151  0.563

Forces on the atoms, in the same order (eV/Å):
N -0.87 -0.16 -0.55
C -0.50 0.78 0.79
C 0.86 -0.35 0.62
C 0.78 -0.89 -0.41
C -0.54 0.92 -0.45
H -0.16 -0.22 -0.16
H -0.17 0.12 0.00
H 0.23 -0.06 0.33
H 0.28 -0.38 -0.30
H 0.04 0.19 0.13
N 0.42 0.57 -0.34
C -0.17 -0.25 -0.12
C 1.18 -3.23 -1.92
C -0.28 3.34 2.48
C -0.89 -1.02 0.04
H -0.05 0.05 0.15
H 0.12 0.41 0.00
H -0.31 0.11 0.00
H -0.17 0.21 -0.27
H 0.11 -0.13 -0.08
N 0.10 -1.11 -0.69
C -0.47 0.64 0.67
C 0.96 -0.12 0.12
C -1.11 -1.46 -0.05
C 0.09 1.72 0.00
H 0.13 0.01 0.27
H -0.16 -0.12 0.03
H 0.05 0.09 -0.34
H 0.19 0.23 0.03
H 0.21 0.15 0.01
N -0.65 1.09 0.12
C 0.32 -0.50 0.64
C 0.21 -1.10 0.47
C -0.31 1.75 -0.66
C 0.87 -1.47 0.16
H 0.01 0.18 -0.46
H -0.20 0.20 -0.13
H 0.13 0.01 -0.22
H -0.22 -0.08 -0.08
H -0.07 -0.07 0.21
N -0.42 0.03 -1.55
C -0.16 -0.54 1.99
C -0.20 -0.48 0.59
C -0.51 -0.02 -1.10
C 0.70 -0.43 0.14
H 0.16 0.13 0.23
H -0.13 0.31 -0.11
H 0.21 0.02 -0.27
H 0.04 0.50 -0.08
H 0.23 0.24 0.14
N 0.15 -0.60 0.15
C 1.37 0.11 -0.38
C -0.36 0.61 -0.29
C -0.35 0.88 -0.18
C -0.62 -0.01 0.83
H 0.28 -0.28 -0.34
H -0.10 -0.61 0.47
H -0.18 0.15 -0.08
H -0.20 -0.09 -0.18
H -0.06 -0.08 0.09
N 1.03 -1.02 -0.28
C 0.17 -0.51 -0.68
C 1.26 0.29 1.15
C -0.02 -0.75 -1.06
C -1.71 1.13 1.61
H -0.40 0.30 -0.39
H -0.04 -0.08 -0.03
H -0.23 -0.08 0.06
H -0.05 0.36 -0.20
H -0.14 -0.03 -0.60
N -0.80 -0.58 -0.39
C 0.23 0.21 -0.31
C -1.16 1.74 0.48
C 2.32 -2.47 0.09
C -0.72 1.30 0.21
H 0.34 -0.28 0.06
H 0.18 0.04 -0.25
H -0.04 0.20 0.19
H -0.06 -0.15 0.12
H -0.02 0.10 -0.22
N 0.18 -0.20 0.95
C -0.65 1.09 -1.06
C -1.11 -0.15 0.79
C 0.92 0.50 0.07
C 1.51 -0.95 -0.57
H -0.41 0.22 0.25
H -0.05 -0.23 -0.04
H -0.04 -0.10 -0.11
H -0.08 0.29 0.26
H -0.04 -0.13 -0.13
N 1.43 0.13 0.21
C -1.69 1.06 -0.29
C 0.83 -1.61 -0.83
C -0.83 -0.16 -0.22
C 0.94 0.32 1.19
H 0.08 0.16 -0.07
H -0.18 0.64 -0.33
H -0.43 -0.17 0.04
H 0.00 -0.17 0.40
H -0.19 -0.24 -0.04
N -0.73 0.65 -0.67
C 1.25 0.43 0.41
C -0.31 0.07 -1.22
C -2.18 -1.82 -0.06
C 1.91 1.48 1.12
H 0.17 0.04 0.22
H -0.02 -0.33 0.20
H -0.02 -0.18 -0.20
H -0.32 -0.26 0.17
H 0.14 -0.12 -0.08
N 1.16 0.01 1.23
C -0.79 0.98 1.77
C -0.57 0.62 1.48
C 1.26 -1.25 -1.36
C -0.93 -0.12 -2.75
H 0.22 -0.21 -0.68
H -0.05 0.29 0.07
H -0.40 -0.37 0.64
H 0.09 -0.26 -0.10
H -0.07 0.50 -0.33

Properties
Energy, eV: -68624.8344
Total charge: -1
HOMO-LUMO gap (alpha / beta), eV: 1.4 / 8.2
⟨S²⟩: 0.75
HOMO energy (alpha / beta), eV: 0.91 / -5.85
2S+1: 2
Energy above the lowest of the compared OMol25 structures with the same formula, charge and spin, kcal per mole: 0.0